# 1
Here is C22H39GeN2O3S3SbSeTi as an isolated structure from the OMol25 dataset. Energies are from ωB97M-V/def2-TZVPD.

Last column: Mulliken charge in e.
Positions of all 73 atoms, in Å:
Ti -0.727 -0.623 0.711  0.70
C -1.291 1.774 -2.887  -1.42
C -1.769 0.385 -2.476  1.46
C -1.004 -0.643 -3.293  -1.73
C -3.261 0.206 -2.740  -1.80
O -1.562 0.210 -1.032  1.00
Ge -2.268 1.786 -0.059  -0.69
O -0.496 2.171 0.193  0.87
C 0.022 3.412 0.681  1.27
C -0.230 3.531 2.181  -1.29
C 1.523 3.360 0.405  -1.42
C -0.610 4.584 -0.057  -1.69
O -2.233 0.462 1.419  0.35
C -3.222 0.390 2.493  1.64
C -2.473 0.075 3.781  -1.38
C -4.240 -0.683 2.137  -1.49
C -3.912 1.739 2.621  -1.85
H -1.368 1.870 -3.970  0.61
H -1.894 2.574 -2.449  0.30
H -0.253 1.926 -2.590  0.21
H -1.147 -0.422 -4.351  0.58
H 0.065 -0.602 -3.091  0.31
H -1.381 -1.647 -3.114  0.23
H -3.459 0.285 -3.810  0.42
H -3.582 -0.779 -2.399  0.37
H -3.858 0.963 -2.231  0.31
H 0.165 2.661 2.705  0.15
H 0.251 4.428 2.578  0.50
H -1.299 3.605 2.392  0.19
H 1.959 2.502 0.920  0.26
H 1.709 3.252 -0.666  0.31
H 2.022 4.266 0.752  0.48
H -1.679 4.659 0.160  0.35
H -0.140 5.520 0.249  0.45
H -0.484 4.476 -1.136  0.32
H -1.986 -0.897 3.721  0.16
H -1.715 0.835 3.973  0.28
H -3.171 0.058 4.619  0.46
H -3.776 -1.663 2.059  0.23
H -5.010 -0.724 2.910  0.49
H -4.723 -0.448 1.187  0.27
H -3.191 2.540 2.786  0.33
H -4.512 1.976 1.743  0.44
H -4.577 1.706 3.485  0.50
S 2.404 -3.555 1.895  -0.58
Sb 0.909 -2.320 2.999  0.27
S 0.989 -0.044 1.930  -0.65
S -1.285 -2.502 1.615  -0.82
C 2.155 -4.157 -3.810  -0.80
N 3.059 -4.559 -2.749  -0.07
C 3.127 -6.003 -2.649  -1.03
C 2.683 -3.978 -1.471  -1.48
C 2.834 -2.484 -1.484  0.14
C 4.098 -1.948 -1.731  -0.72
C 4.316 -0.585 -1.772  -1.02
C 3.259 0.296 -1.576  -1.09
C 1.995 -0.199 -1.328  0.04
C 1.795 -1.580 -1.279  0.72
H 2.499 -4.563 -4.761  0.41
H 2.137 -3.070 -3.896  0.22
H 1.122 -4.508 -3.640  0.19
H 3.460 -6.424 -3.599  0.32
H 2.155 -6.459 -2.395  0.34
H 3.845 -6.287 -1.878  0.33
H 3.344 -4.377 -0.698  0.73
H 1.666 -4.276 -1.172  0.29
H 4.915 -2.638 -1.896  0.49
H 5.314 -0.206 -1.954  0.41
H 3.415 1.367 -1.606  0.45
H 1.167 0.480 -1.171  0.53
Se -1.400 -4.146 -1.734  0.09
C -0.245 -2.948 -1.323  -0.03
N 0.473 -2.034 -1.008  0.27

Summary:
* energy relative to the best compared isomer or geometry (same formula, charge and spin): 0.518 eV
* HOMO energy: -7.705 eV
* total energy: -7959.7350 Ha
* 2S+1: 1
* Kohn-Sham gap: 7.21 eV
* E_LUMO: -0.495 eV

***

# 2
Here is C22H39N3SSi3Tc as an isolated structure from the OMol25 dataset. Energies are from ωB97M-V/def2-TZVPD.

Last column: natural (NBO) charge in e.
Positions of all 69 atoms, in Å:
Tc 0.203 0.998 0.367  0.88
C 1.275 2.233 -1.799  -1.08
Si 2.668 1.648 -0.653  1.75
C 4.273 1.649 -1.550  -1.15
C 2.751 2.808 0.819  -1.15
C 1.892 0.012 -0.053  -1.53
Si 2.061 -1.335 -1.445  1.77
C 1.610 -0.688 -3.123  -1.15
C 3.843 -1.851 -1.443  -1.15
C 0.931 -2.769 -1.065  -1.15
Si 2.580 -0.678 1.577  1.74
C 4.265 -0.059 2.007  -1.16
C 2.441 -2.509 1.811  -1.14
C 1.277 -0.096 2.834  -0.17
C 1.345 -0.291 4.208  -0.21
C 0.230 -0.086 5.002  -0.10
C -0.965 0.308 4.411  -0.22
C -0.992 0.525 3.056  0.06
N 0.107 0.338 2.293  -0.45
H 1.162 3.316 -1.779  0.26
H 0.264 1.814 -1.604  0.21
H 1.466 1.924 -2.825  0.28
H 4.513 2.687 -1.802  0.27
H 4.241 1.074 -2.476  0.26
H 5.085 1.260 -0.931  0.26
H 2.470 3.826 0.536  0.26
H 3.774 2.846 1.202  0.27
H 2.115 2.534 1.672  0.23
H 2.287 0.081 -3.496  0.24
H 0.588 -0.306 -3.166  0.24
H 1.670 -1.528 -3.822  0.27
H 4.518 -1.029 -1.679  0.25
H 3.978 -2.618 -2.212  0.27
H 4.166 -2.288 -0.498  0.24
H 0.184 -2.540 -0.305  0.23
H 1.496 -3.637 -0.721  0.26
H 0.401 -3.069 -1.973  0.26
H 4.931 -0.114 1.141  0.26
H 4.704 -0.688 2.786  0.27
H 4.257 0.970 2.368  0.26
H 3.076 -3.089 1.142  0.26
H 1.415 -2.858 1.690  0.26
H 2.756 -2.735 2.835  0.26
H 2.280 -0.617 4.648  0.25
H 0.281 -0.247 6.071  0.25
H -1.864 0.452 4.993  0.26
H -1.886 0.866 2.552  0.22
C -1.251 -0.227 -0.330  -0.77
H -2.177 0.359 -0.349  0.23
H -1.378 -1.094 0.318  0.23
H -1.000 -0.549 -1.343  0.24
N -2.955 3.487 -0.528  -0.74
C -1.879 4.119 -0.059  0.40
S -0.695 3.245 0.869  -0.13
N -1.806 5.426 -0.213  -0.54
C -0.741 6.348 0.096  0.18
C 0.589 6.055 -0.152  -0.25
C 1.553 7.009 0.137  -0.18
C 1.187 8.245 0.653  -0.18
C -0.153 8.537 0.863  -0.17
C -1.123 7.587 0.583  -0.24
H -3.073 2.508 -0.337  0.42
H -3.722 3.975 -0.967  0.42
H -2.643 5.876 -0.564  0.42
H 0.863 5.111 -0.599  0.21
H 2.594 6.794 -0.063  0.23
H 1.942 8.987 0.872  0.24
H -0.447 9.505 1.245  0.24
H -2.171 7.813 0.748  0.23

Summary:
* HOMO energy (spin up / spin down): -14.196 / -14.213 eV
* total charge: +2
* total energy: -2372.9651 Ha
* 2S+1: 2
* Kohn-Sham gap (spin up / spin down): 6.48 / 6.71 eV
* E_LUMO (spin up / spin down): -7.715 / -7.507 eV